13
Properties=species:S:1:pos:R:3:forces:R:3 method="wB97M-V/def2-TZVPD" e_above_lowest_kcal_mol=0.00 multiplicity=2 total_charge=+3 homo_ev="-23.31 / -23.29" s_squared=0.755 homo_lumo_gap_ev="8.286 / 7.489"
Mg -2.8344 -0.7731 -0.1203 0.2 -0.1 0.4
Na -1.9532 2.5159 1.0390 0.1 0.6 0.3
O -1.4253 0.2785 0.5518 -1.7 0.0 -1.0
O 0.7925 0.9065 -2.1773 0.6 0.5 0.4
O 0.9027 -0.8762 -0.8090 0.1 -0.9 -0.5
C 0.8557 -0.3180 -1.9216 -1.3 1.0 -1.3
C 0.9734 -0.0765 0.4358 0.4 0.5 0.5
C -0.3080 -0.2689 1.2097 1.0 -0.6 0.7
H -0.1400 0.2118 2.1891 -0.1 -0.1 -0.2
H -0.4345 -1.3440 1.4157 0.1 0.2 0.0
H 0.5771 -0.7382 -2.9463 0.8 -0.9 0.8
H 1.8312 -0.4875 0.9762 -0.1 0.1 -0.1
H 1.1630 0.9697 0.1572 0.0 -0.2 0.1



18
Properties=species:S:1:pos:R:3:forces:R:3 method="wB97M-V/def2-TZVPD" e_above_lowest_kcal_mol=145.44 total_charge=+1 homo_ev="-13.02 / -12.90" homo_lumo_gap_ev="6.638 / 6.472"
N -0.3688 -0.2523 -1.6762 0.3 0.0 1.5
N -0.5762 0.2766 0.5623 0.0 -0.1 -1.9
C -2.1010 1.1580 -1.0080 2.2 -2.6 1.4
C 1.5841 0.1535 1.7732 1.1 0.7 -1.0
C 0.6839 -1.0250 -1.4541 0.4 0.5 2.5
C -1.6985 0.8015 0.3205 -1.7 1.2 0.9
C -1.3141 0.5479 -1.9771 -0.4 1.5 -2.2
C 0.4433 -0.5227 0.9466 1.8 -3.4 3.2
C 1.2230 -1.1967 -0.2105 -2.0 1.0 0.5
H 2.0935 -1.7193 0.1794 -0.2 -0.2 -0.9
H 0.0638 -1.3860 1.7164 0.4 1.6 -2.1
H 2.4354 0.4767 1.1005 -0.9 -0.4 1.0
H 1.0246 -1.6547 -2.1866 0.8 -1.4 -2.2
H -2.3437 1.0432 1.2600 1.0 -0.1 -1.6
H 1.9289 -0.3331 2.6789 0.2 -1.3 -0.5
H 1.2237 0.9928 2.2743 -0.9 2.0 0.2
H -2.8688 1.7821 -1.2113 -2.3 1.6 -0.6
H -1.4330 0.8576 -3.0883 0.2 -0.6 1.7



47
Properties=species:S:1:pos:R:3:forces:R:3 method="wB97M-V/def2-TZVPD" e_above_lowest_kcal_mol=9.56 multiplicity=6 total_charge=+1 homo_ev="-10.72 / -10.75" s_squared=8.769 homo_lumo_gap_ev="7.591 / 6.515"
Br -0.4543 -5.5084 2.8212 0.0 0.0 0.1
Br -2.1433 -1.7762 6.7029 0.0 0.0 0.0
Fe 0.4654 -1.4129 0.2012 -0.5 0.5 -0.1
S 2.7743 -0.9911 0.1595 0.3 -0.2 0.2
O 0.0116 -2.9334 1.1823 0.3 -0.1 -0.1
N -0.3089 -0.4514 1.9122 0.1 0.1 -0.2
N 3.2451 1.6034 -0.4409 0.1 0.2 0.0
N 3.6308 0.2393 -2.0825 0.2 0.0 -0.2
C -0.7242 -3.7186 3.3182 0.0 -0.3 0.1
C 3.2166 0.3395 -0.8339 -0.2 -0.1 0.0
C -0.5082 0.8207 2.1809 0.0 0.1 0.1
C -0.9398 0.2426 -2.0082 -0.2 0.0 -0.1
C -0.4316 -2.7315 2.4174 0.0 -0.1 -0.1
C -3.2206 -0.4097 -2.6118 0.0 0.1 -0.1
C -1.1623 -1.0599 4.0955 0.0 0.1 0.0
C -2.1458 0.5120 -2.7023 0.1 0.1 0.0
C 4.0313 1.5317 -2.6526 -0.1 0.0 0.1
C -1.0429 1.2450 3.4034 0.0 0.0 0.0
C -0.6391 -1.3970 2.8345 -0.1 0.2 0.0
C 0.1137 1.1819 -2.1101 -0.1 0.0 0.0
C -0.8399 -0.9578 -1.2448 0.3 -0.2 0.5
C -1.4482 -2.1253 4.9835 0.0 0.0 0.1
C -3.1075 -1.5512 -1.8793 0.1 -0.1 0.1
C -0.0142 2.3166 -2.8597 0.0 0.1 0.0
C -1.9021 -1.8329 -1.1909 -0.2 0.1 -0.3
C -1.2267 -3.4152 4.6016 0.0 0.0 0.0
C -2.2509 1.6952 -3.4752 -0.1 -0.1 0.0
C 3.7848 2.5010 -1.4705 0.0 -0.1 0.0
C -1.3589 0.3119 4.3564 0.0 0.0 0.0
C -1.2133 2.5760 -3.5572 0.1 0.1 0.0
H -1.3039 3.4711 -4.1580 0.0 0.0 0.0
H 3.0359 1.8792 0.5030 0.0 0.0 0.0
H -1.4438 -4.2226 5.2867 0.0 0.0 0.0
H 3.0635 3.2773 -1.7146 0.0 0.0 0.0
H -4.1391 -0.1905 -3.1431 0.0 0.0 0.0
H 1.0321 0.9759 -1.5829 0.0 0.0 0.0
H 5.0744 1.5088 -2.9580 0.0 0.0 0.0
H 4.7021 2.9730 -1.1266 0.0 0.0 0.0
H 3.7145 -0.6438 -2.5572 -0.1 0.0 0.0
H -0.2426 1.5327 1.4078 0.0 0.0 0.0
H 0.8028 3.0256 -2.9288 0.0 0.0 0.0
H -1.2012 2.2993 3.5774 0.0 0.0 0.0
H 3.4176 1.7700 -3.5186 0.0 0.0 0.0
H -1.8312 -2.7588 -0.6314 0.0 0.0 0.1
H -3.1758 1.8898 -4.0048 0.0 0.0 0.0
H -3.9343 -2.2467 -1.8149 0.0 0.0 0.0
H -1.7622 0.6152 5.3132 0.0 0.0 0.0



40
Properties=species:S:1:pos:R:3:forces:R:3 method="wB97M-V/def2-TZVPD" e_above_lowest_kcal_mol=0.00 total_charge=-1 homo_ev=-2.07 homo_lumo_gap_ev=4.720
Pb -2.2961 0.3225 -0.5387 -0.5 0.4 -1.0
P -1.2474 2.8880 -1.1310 0.1 -0.4 -0.1
P -0.0454 0.0216 0.7086 0.5 0.6 0.3
O -0.5120 -0.0996 2.2657 -0.4 0.8 1.0
O 1.0034 1.2669 0.7331 0.2 -0.3 0.2
O 0.9176 -1.2689 0.5741 -0.4 -0.6 0.5
C 0.4172 -3.3031 1.8682 0.0 0.0 0.2
C -0.6223 -1.1180 -5.0247 0.6 -0.2 0.7
C 2.2784 3.0184 1.7603 0.0 0.1 0.0
C 2.0498 1.5302 1.7212 -0.7 -0.6 -0.5
C 0.2784 -0.1538 -4.4875 0.4 -1.2 0.4
C -0.3291 -2.3836 -4.4288 0.5 0.7 0.1
C 0.3748 -2.6581 0.5070 0.0 1.1 -0.2
C 1.1648 -0.8422 -3.5763 -0.8 0.2 -0.7
C 0.7886 -2.2115 -3.5493 -0.6 0.5 -0.4
C -2.7588 0.3693 3.1439 -0.2 -0.2 0.4
C -1.4139 0.9760 2.8381 1.0 -0.8 -0.6
H 0.0405 -4.3265 1.7950 0.0 0.0 0.0
H -1.4022 -0.9250 -5.7573 0.1 0.0 0.1
H -3.4295 1.1551 3.5092 0.0 -0.1 -0.1
H 0.3179 0.9006 -4.7476 0.0 -0.1 0.0
H 0.1557 3.0773 -0.9325 -0.6 0.1 -0.1
H -0.2066 -2.7601 2.5817 0.1 0.0 -0.1
H 2.6403 3.3848 0.7977 0.0 0.0 0.0
H 1.4396 -3.3486 2.2514 -0.1 0.1 0.0
H -0.6540 -2.6329 0.1117 0.3 0.1 0.0
H 2.9401 0.9875 1.3877 -0.1 0.1 0.2
H 1.3612 3.5557 2.0139 0.0 -0.1 0.0
H 1.7306 1.1483 2.6992 0.0 0.0 -0.2
H -3.2279 -0.1039 2.2681 0.3 0.4 0.2
H -0.8549 -3.3173 -4.6209 0.1 0.2 0.0
H -1.7554 4.0165 -0.3980 0.3 -0.2 -0.5
H 1.2538 -2.9906 -2.9498 0.0 0.1 -0.1
H -2.6655 -0.3858 3.9330 0.0 0.1 -0.1
H 3.0253 3.2460 2.5213 0.1 0.0 0.0
H -0.8961 1.3335 3.7402 -0.1 -0.2 -0.2
H 1.0018 -3.1792 -0.2211 -0.1 0.2 0.1
H -1.3545 3.3718 -2.4769 0.1 0.2 0.5
H 1.9825 -0.3838 -3.0218 -0.2 -0.1 -0.1
H -1.4908 1.8225 2.1319 0.0 -0.6 0.1



13
Properties=species:S:1:pos:R:3:forces:R:3 method="wB97M-V/def2-TZVPD" e_above_lowest_kcal_mol=62.14 total_charge=0 homo_ev=-9.01 homo_lumo_gap_ev=8.796
S 1.2051 0.5035 1.1414 0.2 0.3 0.0
F -0.4663 -0.2794 -2.3420 1.4 -0.3 0.0
F 0.4981 -2.1779 -1.8864 -0.2 -1.2 -0.5
F 1.7144 -0.4208 -1.6398 -1.0 0.0 -1.2
O 0.0846 -1.9069 0.8305 0.4 -1.0 1.4
N -1.2464 1.1794 0.6494 -2.8 -1.5 0.1
N -1.2404 -0.0314 0.3667 0.0 1.4 0.5
C 0.0433 -0.6566 0.4383 1.7 1.9 -4.1
C -0.0849 1.8285 1.0705 1.6 1.6 -0.5
C 0.4567 -0.9260 -1.5878 -0.5 2.6 4.4
H -0.0313 2.6640 0.2480 0.8 -1.5 1.3
H -0.1312 2.4043 2.0570 -0.4 -1.1 -1.3
H -0.8016 -2.1806 0.6541 -1.2 -1.3 0.0